(1)
ORCA calculation (ωB97M-V/def2-TZVPD) on a cluster of 2 separate species, C4H8O2 in total in a non-equilibrium geometry.

Geometry as XYZ:
```
14
Properties=species:S:1:pos:R:3:forces:R:3
O 0.34902 0.69106 0.65477 -1.46 -0.98 -1.06
O -2.33624 1.64290 1.47111 -0.07 -0.10 0.20
C 0.21301 -0.30267 -0.32324 0.32 0.64 1.76
C 1.46102 -1.09199 -0.44287 -1.47 0.64 -0.96
C 2.67172 -0.53643 -0.38356 -0.71 -0.70 -1.06
C -0.95607 -0.56598 -0.95838 2.30 0.33 -0.35
H -2.32666 1.33415 2.38005 0.28 -0.02 0.28
H 1.05664 -2.03525 -0.78854 1.49 -0.80 -0.09
H -0.59683 0.78332 0.87871 0.38 1.01 0.35
H -3.27802 1.65856 1.28993 -0.18 0.07 -0.40
H -1.67895 0.23337 -0.99183 -0.49 -0.33 0.05
H 3.53912 -1.03060 -0.80445 0.09 -0.15 0.55
H -0.83224 -1.30598 -1.75524 -0.70 0.17 0.30
H 2.71447 0.52554 -0.22646 0.21 0.21 0.42
```
Forces are in eV/Å.

Gap between HOMO and LUMO (eV): 9.04
SMILES: C=CC(=C)O.O
Spin multiplicity: 1
HOMO energy (eV): -8.53

(2)
ORCA calculation (ωB97M-V/def2-TZVPD) on a cluster of 2 separate species, C55H70N3 in total in a non-equilibrium geometry.

Geometry as XYZ:
```
128
Properties=species:S:1:pos:R:3:forces:R:3
N 1.10533 2.25722 1.63818 -0.26 0.99 -1.04
N 0.51824 3.80233 0.23424 2.25 -2.46 1.50
N 1.43635 3.48623 1.19315 -1.68 0.39 -1.03
C -1.24422 2.77091 -1.09413 -1.12 -0.16 -1.03
C -2.58959 1.82337 -2.90045 0.09 0.21 -0.06
C 3.01103 -1.10776 1.06829 -0.08 -0.28 0.04
C 2.42396 1.98401 5.12217 0.40 -0.19 0.13
C -2.10181 -3.22486 0.22463 -0.51 -1.52 -0.77
C 1.73054 4.98812 3.75277 0.42 0.14 -0.22
C -3.11111 -4.55845 2.08722 0.18 -0.73 -0.29
C 1.71905 2.46392 4.02217 -0.46 0.17 -0.14
C -0.67107 -5.58586 -4.50947 0.02 -0.13 0.12
C -4.31209 -4.31977 -0.04680 -0.58 0.52 0.28
C -3.17281 -3.99411 0.76554 -0.19 0.08 0.20
C -6.55699 -6.17268 2.42612 0.00 -0.21 0.16
C 0.41828 6.81293 0.84055 -0.04 -0.35 -0.16
C -3.11294 3.09163 -3.18392 0.13 -0.03 0.35
C -2.72499 4.20065 -2.41206 0.07 -0.51 -0.14
C 2.08395 2.38873 -3.41222 0.12 -0.01 -0.05
C -0.36533 0.34788 0.95576 0.36 0.87 -0.06
C 1.49390 6.61088 -2.79422 -0.07 -0.07 0.05
C -0.09482 -3.66463 -1.23792 -0.13 0.15 -0.74
C -0.65543 -4.56989 -3.55357 0.10 0.12 0.45
C 4.87539 0.59252 1.10591 -0.09 0.18 0.13
C 1.41085 -3.40533 -1.12738 0.22 0.16 0.08
C 1.54746 4.35786 -1.92411 -0.10 -0.45 0.04
C 0.08168 1.66323 0.85055 0.32 -1.46 0.98
C 2.09806 2.94202 -1.99747 -0.90 -0.13 0.12
C -0.27970 2.68265 -0.03101 0.42 2.08 -0.28
C -1.62252 1.66305 -1.90336 0.16 0.59 0.55
C -4.27967 -4.04784 -1.52101 -0.12 -0.06 -0.28
C 1.13068 7.06970 -1.53541 0.04 -0.02 -0.17
C -5.36445 -5.47650 1.83012 0.00 0.58 -0.10
C 1.58317 7.58878 1.48168 0.10 -0.14 -0.03
C -0.05971 -6.19414 -1.85008 -0.05 0.20 -0.21
C -0.36401 -6.90487 -4.17217 0.06 0.27 0.35
C -0.91101 -3.15064 -4.00741 -0.06 0.17 -0.32
C 0.32144 -6.63479 -0.45520 0.23 -0.42 0.24
C 0.83486 6.19076 -0.49041 -0.19 -0.20 0.12
C 3.55093 0.35758 3.76278 -0.01 0.27 0.09
C 3.36386 0.35612 1.26603 -0.39 0.22 0.21
C 2.87338 0.83076 2.63612 -0.26 -0.19 -0.43
C -0.29446 -7.97904 -5.21342 -0.10 -0.28 -0.28
C -0.33987 -4.85170 -2.20116 0.02 -0.22 -0.07
C -1.83460 4.03076 -1.36331 0.16 -0.46 -0.02
C -0.08201 -7.18875 -2.83350 -0.10 0.26 -0.09
C -0.73404 -3.77009 0.16637 0.10 -0.20 1.14
C -0.78571 7.74211 0.64806 -0.16 -0.03 0.03
C 0.94236 4.80660 -0.73847 0.47 1.11 0.02
C -4.20478 -5.25468 2.58767 0.10 -0.11 -0.09
C 0.40270 3.95794 5.59661 -0.07 -0.04 -0.05
C 3.34468 0.94210 5.00298 -0.38 -0.15 -0.07
C 1.83401 1.77310 2.79107 1.17 0.41 0.33
C -1.86698 -4.47249 2.91716 0.18 0.20 0.48
C 0.92111 3.76622 4.16974 -0.41 -0.59 0.04
C 3.44867 2.85649 -1.29270 0.38 0.27 0.01
C 1.70442 5.24767 -2.98460 0.15 0.17 0.18
C -5.39573 -4.98678 0.51347 0.43 -0.23 -0.16
H -6.36019 -6.44882 3.46902 -0.11 0.13 -0.25
H -2.93143 0.95183 -3.47397 0.26 0.43 0.17
H -0.07190 3.04271 5.96295 -0.01 0.17 0.06
H 3.41961 -1.70874 1.89127 0.03 0.01 -0.23
H -2.30226 -2.34570 -0.40246 -0.16 -0.33 0.12
H -0.12585 -3.24108 0.93448 0.09 0.03 -0.50
H 1.59232 -2.49215 -0.54997 -0.04 -0.24 -0.17
H 0.15585 -8.21541 -2.54201 -0.05 0.29 -0.11
H -3.11728 5.19304 -2.62148 -0.01 -0.22 0.01
H 0.85084 -7.59818 -0.51165 -0.16 0.32 0.02
H 0.71659 -8.39330 -5.31642 -0.15 0.17 0.09
H 1.29658 7.94393 2.48141 0.07 -0.04 -0.27
H -3.40910 -4.52599 -2.00031 -0.26 0.13 0.21
H 1.41407 2.31850 -1.41408 0.10 -0.10 -0.15
H -6.82001 -7.09688 1.89100 0.18 0.29 -0.01
H 3.80182 1.81636 -1.26187 -0.05 0.28 -0.07
H -3.83013 3.21776 -3.99266 0.13 -0.05 0.19
H 1.86016 -3.27622 -2.12245 -0.19 -0.10 0.25
H -0.76659 -4.82051 0.48072 -0.02 0.54 0.12
H 1.92183 -1.22939 1.07901 0.20 0.01 -0.06
H -1.07069 -0.00615 0.20965 0.04 -0.02 0.46
H -1.36996 -3.50593 2.79597 0.01 -0.18 0.16
H -7.44627 -5.52600 2.39031 0.30 -0.11 0.01
H -0.55832 -6.81805 0.18769 0.26 0.15 -0.19
H -0.54405 -2.77716 -1.70577 0.22 -0.18 0.09
H -6.26732 -5.19644 -0.11140 0.31 0.01 0.13
H 3.90799 0.60021 5.87090 -0.21 0.06 -0.17
H -1.56196 7.26726 0.03686 0.07 0.07 0.14
H 2.01929 4.87510 -3.95803 0.08 0.13 0.31
H -0.04170 -2.49870 -3.82000 -0.34 -0.15 0.01
H -1.80097 -2.70953 -3.52634 0.33 -0.07 -0.09
H 4.20339 3.47019 -1.80830 -0.16 -0.18 0.10
H -4.15107 -5.69166 3.59025 0.04 0.32 -0.31
H -0.95212 -8.81755 -4.96284 0.05 0.10 -0.02
H -4.22597 -2.97541 -1.73330 0.00 0.01 0.00
H 2.26195 2.42851 6.10445 0.18 -0.01 -0.38
H 5.43434 -0.02629 1.82031 -0.05 0.14 -0.23
H -1.14765 -5.26611 2.65782 -0.27 0.23 -0.06
H 1.85873 8.46095 0.87045 -0.12 -0.22 0.15
H 2.61722 5.11585 4.38950 -0.19 -0.06 -0.07
H 1.22685 4.22628 6.27049 -0.26 -0.02 -0.08
H -1.54856 4.87323 -0.73565 -0.26 -0.15 -0.19
H 1.03598 8.14019 -1.35272 0.05 -0.28 -0.10
H -0.06937 -0.22601 1.82401 -0.09 -0.16 -0.17
H 2.84802 2.87553 -4.02700 -0.07 -0.19 -0.04
H 1.00096 -5.93542 0.05015 -0.28 -0.21 -0.09
H 0.13698 5.98524 1.50474 0.00 0.20 0.01
H 3.41031 -1.48601 0.11871 -0.06 0.04 0.20
H 2.82912 0.95597 0.52246 0.12 -0.18 -0.03
H -1.22313 8.00535 1.61812 0.09 0.03 -0.18
H -0.59864 -7.59578 -6.19114 0.05 -0.07 0.12
H 2.47648 6.95915 1.58253 -0.21 0.13 0.01
H -0.48472 8.66723 0.13827 -0.11 -0.19 0.17
H -5.18253 -4.45079 -1.99560 0.24 0.21 0.07
H 3.35642 3.22742 -0.25874 0.16 -0.17 -0.38
H -1.11983 0.70336 -1.74715 -0.31 0.31 -0.06
H 0.05909 3.69409 3.49311 0.02 0.01 0.10
H 1.64882 7.31202 -3.61614 -0.06 -0.20 0.25
H 1.92419 -4.23994 -0.63103 -0.09 0.24 -0.16
H -0.90559 -5.33272 -5.55008 0.12 -0.11 0.40
H 1.10167 2.56216 -3.86437 0.15 -0.08 -0.03
H 2.05834 4.88245 2.71295 0.01 0.23 0.46
H 5.12735 1.64437 1.29925 -0.03 -0.25 -0.05
H 4.27468 -0.45172 3.64507 -0.11 0.37 0.05
H -2.10124 -4.60737 3.98006 0.03 0.10 -0.27
H -0.33067 4.77006 5.61725 0.12 -0.10 0.05
H 1.11877 5.89485 3.83944 0.09 -0.18 0.03
H 5.21255 0.34262 0.09014 -0.14 0.00 0.25
H 2.27062 1.31052 -3.39581 0.08 0.14 -0.08
H -1.09064 -3.13240 -5.09022 0.02 0.00 0.29
```
Forces are in eV/Å.

Gap between HOMO and LUMO (eV): 2.86
Net charge: +1
Spin multiplicity: 1
HOMO energy (eV): -8.14

(3)
ORCA calculation (ωB97M-V/def2-TZVPD) on a structure of composition C27H22N4O8Ti.

Geometry as XYZ:
```
62
Properties=species:S:1:pos:R:3:forces:R:3
Ti 0.03971 0.12283 -1.13866 0.16 0.38 -0.14
O -1.88535 0.60774 -0.62545 0.06 0.19 0.26
O -3.89729 1.47245 -1.14553 0.05 0.25 0.06
O -2.27774 -1.96327 -2.28133 -0.03 -0.05 0.01
O 1.73855 -0.17998 -4.83737 0.02 0.05 -0.01
O -0.62469 -1.64785 -0.81024 -0.18 -0.25 -0.24
O 1.21732 -0.24341 -2.65162 0.10 0.07 -0.04
O 3.50392 -0.85157 -1.00573 -0.03 0.01 -0.02
O 0.36622 1.90810 -0.68493 0.05 -0.10 -0.04
N 1.28309 -0.24803 0.40813 -0.50 0.12 0.33
N 1.17457 0.36469 1.59778 0.18 -0.05 -0.06
N -1.89324 -1.65768 1.90507 -0.08 -0.07 0.07
N -1.02022 0.74349 -2.94686 0.01 -0.27 0.00
C 4.21724 -1.20803 -2.17176 0.00 0.02 -0.01
C -0.44990 4.21049 1.98307 0.04 -0.04 0.00
C -0.24449 3.98799 4.43958 0.00 0.01 -0.01
C 0.11083 3.26332 5.54425 0.00 -0.02 0.01
C -2.32377 1.43474 -5.20755 -0.02 0.00 0.01
C 0.62286 1.60117 1.65889 -0.02 -0.05 -0.04
C 3.48897 -3.14936 -0.24445 0.01 -0.03 0.00
C -0.39530 0.61601 -4.10188 0.05 0.02 -0.01
C 0.22692 2.37777 0.55667 0.18 0.00 -0.03
C -2.76422 1.12925 -1.41531 -0.20 -0.74 -0.12
C 2.93934 -4.10341 0.60162 -0.01 0.01 0.00
C -1.77811 -2.16163 -1.19001 0.12 0.03 -0.04
C 1.33582 -2.49982 1.38035 0.00 0.07 -0.02
C 0.45695 2.16700 2.98158 0.01 -0.05 0.01
C 0.64812 1.97145 5.38735 -0.01 0.02 0.00
C -0.08169 3.46314 3.13719 -0.01 0.00 0.01
C -2.96892 -2.09557 1.01417 0.01 0.04 -0.03
C 1.86330 -1.54140 0.52755 0.16 0.05 0.02
C -1.01572 0.96492 -5.28540 -0.02 -0.03 0.01
C 1.87179 -3.77852 1.42453 0.01 0.00 -0.02
C 0.98887 0.02450 -3.91101 -0.12 -0.08 0.07
C -0.29047 3.67485 0.73935 -0.05 0.09 -0.01
C 0.81634 1.43774 4.13646 0.00 0.01 0.00
C -2.27274 1.14188 -2.85140 0.10 0.47 -0.02
C 2.96711 -1.85976 -0.27186 0.01 -0.01 0.04
C -2.44858 -2.99045 -0.11879 -0.02 0.06 0.04
C -2.97296 1.52577 -3.98133 0.02 -0.05 -0.02
H 1.43920 -4.52423 2.07951 -0.01 0.01 0.01
H 0.46405 -2.23646 1.96546 0.06 -0.07 0.02
H -0.02130 3.67946 6.53565 0.00 0.00 0.00
H -0.66144 4.98341 4.54751 0.00 0.00 -0.01
H -1.29538 -0.99062 1.42916 -0.05 0.00 -0.04
H 5.19832 -1.63088 -1.93042 0.00 0.00 0.00
H -0.85763 5.20643 2.10741 -0.01 0.00 0.00
H -3.99191 1.87188 -3.88451 -0.01 -0.02 0.00
H -3.67559 -2.67853 1.60857 0.01 -0.02 0.02
H 0.92918 1.39579 6.26093 0.00 0.00 0.00
H 3.35409 -5.10419 0.61552 0.00 0.00 -0.01
H -1.72853 -3.69622 0.29973 0.01 -0.02 -0.02
H 3.64607 -1.91310 -2.77904 0.00 -0.01 0.00
H -3.52454 -1.25855 0.57452 -0.03 0.01 0.00
H 4.35028 -0.29092 -2.73950 0.00 0.00 0.00
H -0.56268 4.22956 -0.15034 -0.02 -0.02 0.00
H -2.84458 1.71979 -6.11318 0.00 0.00 0.00
H 1.22855 0.44715 4.00394 0.00 0.00 0.00
H -0.48973 0.85667 -6.22296 0.00 0.00 0.00
H -2.28693 -1.16695 2.69860 -0.02 0.05 -0.02
H -3.27614 -3.52627 -0.58298 0.00 0.00 0.03
H 4.33416 -3.40476 -0.86870 0.00 0.00 0.00
```
Forces are in eV/Å.

Gap between HOMO and LUMO (spin up / spin down) (eV): 5.72 / 7.33
Net charge: -1
Expectation value of S²: 0.79
Spin multiplicity: 2
HOMO energy (spin up / spin down) (eV): -3.50 / -5.09

(4)
ORCA calculation (ωB97M-V/def2-TZVPD) on a structure of composition C6H8N4O2 in a non-equilibrium geometry.

Geometry as XYZ:
```
20
Properties=species:S:1:pos:R:3:forces:R:3
O 1.51776 -2.94944 -1.81682 -0.43 0.56 0.58
O 1.42227 -1.07354 -2.88005 -0.65 0.49 0.24
N 1.18609 -1.74010 -1.86391 2.07 -2.10 -2.09
N -1.70569 1.03993 1.42608 0.32 0.31 1.25
N -0.88565 0.97510 -0.86691 -1.95 -1.57 -0.61
N 0.33021 -0.19256 1.00178 1.75 1.43 -0.73
C 0.71300 -1.59392 0.62374 -2.93 -0.20 2.24
C 0.65230 -1.22833 -0.76119 -2.19 0.25 0.76
C -0.69876 0.26300 1.93573 2.86 -1.08 1.31
C 0.10064 0.05015 -0.36947 0.49 -0.86 -0.71
C -1.47324 1.71123 0.20888 -1.95 2.31 0.31
C 0.44773 1.11735 -1.27859 2.35 5.87 2.52
H -0.98457 -0.63389 2.47771 -0.84 -0.04 0.30
H -2.59350 1.94666 0.10537 1.63 0.26 -1.57
H 0.61341 0.82609 -2.25028 0.65 -0.33 -1.99
H 1.51231 -2.07012 1.08411 1.81 -0.51 0.67
H -0.90644 2.71632 0.30260 -0.79 -1.21 0.41
H 1.06809 2.03653 -0.82239 -1.31 -2.04 -1.15
H -0.09935 0.86699 2.74389 -1.20 -0.47 -1.04
H -0.21660 -2.06743 0.99971 0.30 -1.04 -0.70
```
Forces are in eV/Å.

Gap between HOMO and LUMO (spin up / spin down) (eV): 7.11 / 6.86
Spin multiplicity: 1
HOMO energy (spin up / spin down) (eV): -8.45 / -8.89

| no. | E_tot (Eh) |
| --- | --- |
| 1 | -307.618572 |
| 2 | -2301.703244 |
| 3 | -2712.809087 |
| 4 | -602.561348 |